1.
C40H29Br2LaN4O5S3 as an isolated structure at a distorted geometry, computed with the ωB97M-V functional and the def2-TZVPD basis.

Geometry (Å):
La (-0.862, 0.510, -0.001)
C (1.600, -0.675, 3.719)
C (0.341, -0.376, 2.947)
N (0.278, 0.681, 2.198)
N (1.309, 1.579, 2.321)
C (1.860, 2.136, 1.307)
S (1.698, 1.825, -0.369)
S (2.993, 3.441, 1.808)
C (2.176, 4.075, 3.324)
C (2.485, 3.350, 4.604)
C (3.783, 3.306, 5.105)
C (4.062, 2.668, 6.305)
C (3.041, 2.064, 7.026)
C (1.743, 2.102, 6.535)
C (1.470, 2.740, 5.335)
C (-0.778, -1.314, 3.025)
C (-0.637, -2.504, 3.754)
C (-1.642, -3.441, 3.852)
C (-2.854, -3.204, 3.202)
C (-3.035, -2.049, 2.483)
C (-2.016, -1.076, 2.346)
O (-2.235, -0.022, 1.622)
H (2.228, 0.210, 3.759)
H (2.139, -1.466, 3.189)
H (1.384, -1.008, 4.733)
H (1.109, 4.061, 3.116)
H (2.526, 5.107, 3.387)
H (4.584, 3.761, 4.533)
H (5.078, 2.639, 6.679)
H (3.259, 1.559, 7.960)
H (0.942, 1.619, 7.082)
H (0.460, 2.746, 4.944)
H (0.306, -2.713, 4.240)
H (-1.487, -4.351, 4.418)
H (-3.646, -3.942, 3.244)
H (-3.958, -1.872, 1.946)
Br (-2.606, 5.433, 1.112)
C (-2.627, 4.751, -0.659)
C (-3.219, 5.510, -1.660)
C (-3.263, 5.023, -2.939)
Br (-4.085, 6.106, -4.288)
C (-2.709, 3.770, -3.269)
C (-2.733, 3.201, -4.559)
C (-2.144, 1.987, -4.771)
C (-1.536, 1.323, -3.695)
N (-1.509, 1.808, -2.476)
C (-2.084, 3.012, -2.238)
C (-2.043, 3.487, -0.862)
O (-1.526, 2.807, 0.077)
H (-3.642, 6.477, -1.430)
H (-3.221, 3.730, -5.366)
H (-2.142, 1.526, -5.750)
H (-1.066, 0.360, -3.845)
O (-0.519, -1.029, -2.188)
C (0.460, -2.087, -2.170)
C (1.050, -2.181, -0.691)
O (1.975, -2.962, -0.497)
O (0.483, -1.402, 0.126)
C (-0.194, -3.391, -2.618)
C (-1.154, -3.342, -3.629)
C (-1.810, -4.488, -4.045)
C (-1.516, -5.708, -3.460)
C (-0.538, -5.774, -2.480)
C (0.126, -4.628, -2.067)
C (1.592, -1.679, -3.091)
C (1.863, -0.326, -3.294)
C (2.887, 0.075, -4.137)
C (3.666, -0.873, -4.786)
C (3.420, -2.220, -4.567)
C (2.393, -2.622, -3.725)
H (-1.399, -1.420, -2.027)
H (-1.399, -2.396, -4.097)
H (-2.572, -4.418, -4.812)
H (-2.056, -6.600, -3.756)
H (-0.305, -6.724, -2.015)
H (0.887, -4.676, -1.302)
H (1.274, 0.418, -2.777)
H (3.080, 1.132, -4.272)
H (4.457, -0.563, -5.458)
H (4.039, -2.964, -5.055)
H (2.215, -3.677, -3.558)
S (-3.436, -0.551, -1.276)
C (-3.300, -2.139, -0.817)
N (-3.221, -3.260, -0.519)

The calculation puts the energy relative to the best compared isomer or geometry (same formula, charge and spin) at 0.4283 eV. Its LUMO energy is 3.643 eV. Its total charge is -2. For the HOMO-LUMO gap, the calculation gives 6.2 eV. Its electronic energy is -231607.67308 eV.



2.
C51H48N4O2P2Zr as an isolated structure at a distorted geometry, computed with the ωB97M-V functional and the def2-TZVPD basis.

Geometry (Å):
Zr (-1.129, 0.866, 0.132)
O (-0.897, 2.089, -1.419)
C (-1.774, 2.717, -2.172)
C (-1.407, 3.909, -2.818)
C (-2.313, 4.626, -3.566)
C (-3.623, 4.168, -3.727)
C (-3.984, 2.964, -3.170)
C (-3.082, 2.209, -2.406)
C (-3.432, 0.876, -1.984)
N (-2.660, 0.194, -1.213)
N (-2.927, -1.146, -1.046)
C (-2.015, -1.774, -0.346)
O (-0.978, -1.200, 0.195)
C (-2.217, -3.242, -0.233)
C (-3.378, -3.837, -0.729)
C (-3.544, -5.210, -0.659)
C (-2.552, -6.006, -0.101)
C (-1.403, -5.419, 0.406)
C (-1.241, -4.044, 0.346)
H (-0.387, 4.251, -2.696)
H (-2.000, 5.549, -4.038)
H (-4.335, 4.741, -4.304)
H (-4.984, 2.574, -3.323)
H (-4.317, 0.402, -2.404)
H (-4.132, -3.205, -1.173)
H (-4.452, -5.661, -1.038)
H (-2.678, -7.081, -0.064)
H (-0.635, -6.035, 0.856)
H (-0.352, -3.582, 0.750)
C (3.328, -1.140, -0.283)
N (1.964, -0.602, -0.280)
P (1.432, 0.226, 1.156)
C (2.832, 1.421, 1.331)
C (4.023, 1.170, 2.008)
C (5.021, 2.133, 2.054)
C (4.839, 3.362, 1.438)
C (3.672, 3.610, 0.731)
C (2.684, 2.640, 0.663)
C (1.793, -1.009, 2.443)
C (2.130, -0.602, 3.733)
C (2.383, -1.542, 4.719)
C (2.277, -2.895, 4.432)
C (1.896, -3.306, 3.163)
C (1.651, -2.367, 2.174)
P (1.344, 0.306, -1.656)
C (0.399, -0.978, -2.574)
C (0.552, -2.349, -2.394)
C (-0.177, -3.238, -3.167)
C (-1.065, -2.769, -4.125)
C (-1.215, -1.405, -4.319)
C (-0.485, -0.514, -3.547)
C (2.839, 0.361, -2.737)
C (3.757, 1.379, -2.481)
C (4.973, 1.418, -3.146)
C (5.281, 0.443, -4.083)
C (4.357, -0.550, -4.372)
C (3.138, -0.588, -3.711)
H (3.496, -1.700, 0.635)
H (4.093, -0.363, -0.356)
H (3.456, -1.818, -1.127)
H (4.182, 0.223, 2.504)
H (5.943, 1.924, 2.582)
H (5.605, 4.124, 1.506)
H (3.525, 4.565, 0.242)
H (1.784, 2.823, 0.087)
H (2.194, 0.456, 3.961)
H (2.662, -1.222, 5.715)
H (2.475, -3.634, 5.197)
H (1.795, -4.361, 2.942)
H (1.352, -2.668, 1.179)
H (1.236, -2.717, -1.639)
H (-0.060, -4.305, -3.017)
H (-1.647, -3.469, -4.711)
H (-1.902, -1.032, -5.068)
H (-0.587, 0.554, -3.705)
H (3.519, 2.138, -1.745)
H (5.685, 2.203, -2.924)
H (6.239, 0.457, -4.586)
H (4.590, -1.310, -5.107)
H (2.427, -1.367, -3.950)
C (-3.045, 3.846, 0.773)
C (-1.529, 4.020, 0.908)
C (-1.251, 5.208, 1.838)
C (-0.818, 2.745, 1.407)
H (-3.494, 4.739, 0.331)
H (-3.504, 3.699, 1.753)
H (-3.304, 2.992, 0.143)
H (-1.130, 4.276, -0.078)
H (-1.468, 4.934, 2.873)
H (-1.872, 6.068, 1.574)
H (-0.204, 5.512, 1.781)
H (-1.119, 2.616, 2.456)
H (0.251, 2.995, 1.459)
C (-2.998, 0.583, 1.582)
C (-2.519, -0.469, 2.463)
C (-1.520, -0.222, 3.429)
C (-1.071, -1.217, 4.272)
C (-1.563, -2.519, 4.164)
C (-2.555, -2.786, 3.217)
C (-3.034, -1.780, 2.413)
C (-1.093, -3.538, 5.037)
N (-0.713, -4.362, 5.747)
H (-3.095, 1.531, 2.100)
H (-3.922, 0.310, 1.074)
H (-1.129, 0.782, 3.541)
H (-0.337, -0.994, 5.033)
H (-2.965, -3.785, 3.138)
H (-3.850, -1.989, 1.732)

The calculation puts the energy relative to the best compared isomer or geometry (same formula, charge and spin) at 0.0000 eV. Its LUMO energy is -0.347 eV. For the HOMO-LUMO gap, the calculation gives 7.0 eV. Its electronic energy is -83581.87472 eV.